{
  "formula": "C8H14NO5P",
  "method": "ωB97M-V/def2-TZVPD",
  "species": ["O", "P", "H", "H", "H", "O", "H", "H", "H", "C", "O", "H", "C", "C", "C", "O", "N", "H", "O", "H", "H", "H", "H", "C", "C", "H", "C", "C", "H"],
  "xyz": [[0.04309, 0.14190, -4.71142], [-2.63882, -0.06546, -1.98932], [0.57580, -0.05919, 3.90216], [0.03751, 1.94480, 2.43429], [-2.67136, -2.77991, 0.48084], [-4.00010, 0.27441, -1.73885], [-0.11373, -1.72714, 3.51161], [-1.11595, -0.36535, 3.78663], [-2.22869, 0.17741, -4.39614], [-0.18971, -0.19651, 1.99434], [0.37201, 0.09202, -2.53095], [1.11532, -1.38837, 0.48684], [1.12697, -0.48034, 1.14320], [-0.42622, 0.09651, -3.44086], [-0.17488, -0.64308, 3.39437], [-1.49418, -0.04806, -0.77187], [-2.51874, -1.98744, -0.20787], [1.46640, 0.40563, 0.67905], [-1.24530, -1.06621, 1.42760], [1.81944, -0.68535, 1.97943], [-1.63372, 1.49519, 2.11491], [1.63613, 1.09930, -5.60987], [1.97385, 0.49186, -3.74696], [1.42210, 0.23740, -4.78133], [-1.78647, 0.14412, -3.46046], [1.89038, -0.66309, -5.25663], [-1.79050, -1.01419, 0.18768], [-0.63469, 1.25822, 1.84113], [-0.40279, 1.49444, 0.81275]],
  "atomic_forces_ev_per_a": [[-0.36, -0.24, -0.18], [4.04, 0.20, -1.31], [0.44, -0.26, 0.48], [-0.56, -0.81, -0.38], [0.35, 1.66, -1.02], [-1.98, 0.17, 0.63], [0.56, 0.17, -0.03], [-1.10, 0.32, 0.75], [-1.34, 0.08, -1.27], [-0.21, -0.05, -3.05], [-0.31, -0.25, 0.93], [-0.33, 1.05, 0.51], [-0.52, -1.23, 2.69], [3.83, 0.01, 0.01], [0.33, -0.33, 0.35], [-1.63, -0.27, 0.88], [-0.12, -0.02, 0.29], [0.25, 0.71, -0.93], [-0.78, 0.85, -1.50], [0.37, -0.11, -0.71], [-0.94, -0.19, 0.17], [-0.33, -1.78, 2.14], [-1.53, -0.58, -2.61], [3.63, 2.27, -1.57], [-3.43, -0.65, 3.71], [-0.59, 0.45, 0.72], [0.24, -2.20, 0.45], [2.51, 0.54, 0.17], [-0.52, 0.47, -0.32]],
  "lowdin_charge": [-0.068, 0.866, 0.097, 0.116, 0.114, -0.243, 0.106, 0.080, 0.071, -0.543, 0.040, 0.111, 0.021, -0.641, -0.036, -0.125, 0.139, 0.061, 0.003, 0.080, 0.083, 0.127, 0.133, -0.122, -0.105, 0.085, -0.500, -0.019, 0.069],
  "e_above_lowest_ev": 2.868
}